Entry 1:
# C20H32N8O8

8 unconnected molecules or ions with the total composition C20H32N8O8 in a non-equilibrium geometry (ωB97M-V with the def2-TZVPD basis set, the OMol25 dataset).

Structure (XYZ):
```
68
Properties=species:S:1:pos:R:3
C 3.304 2.027 -1.472
N 3.970 3.257 -2.080
O 3.643 4.388 -1.682
O 4.729 3.091 -2.996
H 3.640 1.205 -2.007
H 2.263 2.087 -1.492
H 3.756 1.872 -0.525
C -2.906 -3.328 1.040
N -2.054 -4.116 2.057
O -0.809 -3.945 2.051
O -2.628 -4.957 2.726
H -3.950 -3.646 1.103
H -2.403 -3.654 0.119
H -2.515 -2.322 1.226
C -0.983 0.170 1.884
N -1.016 0.182 0.420
O -0.197 0.882 -0.203
O -1.835 -0.510 -0.165
H -1.811 -0.308 2.371
H -0.955 1.167 2.215
H -0.073 -0.351 2.106
C 1.215 -3.901 -0.499
N 0.375 -3.328 -1.590
O 0.757 -2.212 -1.953
O -0.662 -3.842 -1.962
H 2.153 -3.646 -0.799
H 1.033 -4.940 -0.361
H 1.029 -3.241 0.272
C 1.789 0.720 -4.477
C 0.463 1.285 -4.434
C 0.491 2.471 -5.060
N 1.761 2.719 -5.485
C 2.562 1.711 -5.106
H 2.093 -0.147 -3.988
H -0.414 0.799 -4.043
H -0.364 3.105 -5.290
H 2.152 3.441 -6.089
H 3.595 1.845 -5.484
C -1.742 4.529 0.012
C -2.537 3.680 -0.836
C -1.739 3.365 -1.914
N -0.551 4.018 -1.773
C -0.530 4.706 -0.536
H -2.092 5.032 0.929
H -3.579 3.584 -0.753
H -1.825 2.524 -2.627
H 0.241 3.945 -2.347
H 0.362 5.263 -0.326
C 3.276 -5.229 2.094
C 4.209 -4.102 2.270
C 3.704 -3.304 3.291
N 2.502 -3.872 3.667
C 2.208 -5.010 2.955
H 3.386 -5.908 1.279
H 5.189 -3.979 1.794
H 4.065 -2.423 3.795
H 1.888 -3.465 4.399
H 1.271 -5.425 3.207
C -3.761 1.690 4.312
C -4.480 0.652 3.538
C -4.319 0.922 2.214
N -3.610 2.091 2.120
C -3.251 2.517 3.359
H -3.741 1.848 5.359
H -5.089 -0.070 4.035
H -4.794 0.505 1.344
H -3.179 2.467 1.278
H -2.678 3.415 3.510
```

Calculated values
SMILES: C[N+](=O)[O-].C[N+](=O)[O-].C[N+](=O)[O-].C[N+](=O)[O-].c1cc[nH]c1.c1cc[nH]c1.c1cc[nH]c1.c1cc[nH]c1
Largest force on an atom: 0.0602 Eh/bohr
HOMO energy: -8.434 eV
E: -1820.78242 Ha
LUMO energy: -0.08 eV
Energy above the lowest of the compared OMol25 structures with the same formula, charge and spin: 0.00 kJ/mol

In the Löwdin picture, each atom carries the following charge in e:
1. C 0.07
2. N -0.41
3. O 0.03
4. O 0.06
5. H 0.06
6. H 0.07
7. H 0.09
8. C 0.08
9. N -0.41
10. O 0.00
11. O 0.07
12. H 0.10
13. H 0.09
14. H 0.06
15. C 0.04
16. N -0.40
17. O 0.04
18. O 0.05
19. H 0.08
20. H 0.08
21. H 0.10
22. C 0.05
23. N -0.41
24. O 0.03
25. O 0.06
26. H 0.07
27. H 0.10
28. H 0.07
29. C -0.07
30. C -0.12
31. C -0.18
32. N 0.00
33. C -0.16
34. H 0.06
35. H 0.09
36. H 0.11
37. H 0.16
38. H 0.12
39. C -0.14
40. C -0.13
41. C -0.14
42. N 0.04
43. C -0.11
44. H 0.10
45. H 0.08
46. H 0.12
47. H 0.11
48. H 0.11
49. C -0.10
50. C -0.10
51. C -0.14
52. N -0.02
53. C -0.14
54. H 0.07
55. H 0.09
56. H 0.10
57. H 0.16
58. H 0.09
59. C -0.07
60. C -0.09
61. C -0.16
62. N 0.01
63. C -0.17
64. H 0.08
65. H 0.08
66. H 0.11
67. H 0.11
68. H 0.11



Entry 2:
# C20H32O5

C20H32O5 in the gas phase (ωB97M-V with the def2-TZVPD basis set, the OMol25 dataset).

Structure (XYZ):
```
57
Properties=species:S:1:pos:R:3
C -7.824 -3.393 -1.998
C -7.185 -2.370 -1.066
C -5.671 -2.302 -1.249
C -5.029 -1.275 -0.321
C -3.514 -1.212 -0.498
C -2.882 -0.100 0.360
O -3.411 1.164 0.035
C -1.381 -0.160 0.246
C -0.608 0.870 -0.058
C 0.885 0.801 -0.173
C 1.494 2.016 -0.892
C 2.018 3.061 0.088
C 3.392 2.523 0.411
C 4.138 2.836 1.462
C 5.520 2.320 1.722
C 5.567 1.297 2.872
C 5.579 -0.148 2.375
C 4.299 -0.560 1.698
O 3.187 -0.267 2.079
O 4.512 -1.340 0.651
O 3.799 1.643 -0.558
C 2.781 1.485 -1.534
C 2.532 0.013 -1.847
C 1.404 -0.462 -0.899
O 1.836 -1.464 -0.003
H -7.627 -3.138 -3.037
H -8.901 -3.426 -1.851
H -7.421 -4.386 -1.808
H -7.616 -1.385 -1.259
H -7.412 -2.632 -0.030
H -5.240 -3.287 -1.052
H -5.446 -2.046 -2.287
H -5.452 -0.288 -0.516
H -5.256 -1.530 0.717
H -3.068 -2.169 -0.222
H -3.274 -1.021 -1.548
H -3.163 -0.258 1.409
H -3.236 1.329 -0.899
H -0.956 -1.136 0.430
H -1.047 1.848 -0.205
H 1.304 0.781 0.843
H 0.807 2.422 -1.635
H 1.397 3.168 0.975
H 2.109 4.039 -0.393
H 3.728 3.518 2.191
H 5.910 1.868 0.809
H 6.158 3.170 1.979
H 4.703 1.442 3.523
H 6.469 1.454 3.466
H 6.403 -0.317 1.681
H 5.708 -0.822 3.228
H 3.653 -1.595 0.227
H 3.076 2.048 -2.431
H 2.222 -0.094 -2.886
H 3.443 -0.565 -1.701
H 0.603 -0.919 -1.492
H 1.988 -1.049 0.871
```

Calculated values
SMILES: CCCCC[C@H](O)/C=C/[C@@H]1[C@H]2C/C(=C/CCCC(=O)O)O[C@H]2C[C@H]1O
Largest force on an atom: 0.0179 Eh/bohr
HOMO energy: -8.251 eV
E: -1157.49166 Ha
LUMO energy: 0.75 eV
Energy above the lowest of the compared OMol25 structures with the same formula, charge and spin: 14.59 kJ/mol

In the Löwdin picture, each atom carries the following charge in e:
1. C -0.12
2. C -0.28
3. C -0.24
4. C -0.22
5. C -0.16
6. C -0.40
7. O -0.03
8. C -0.04
9. C -0.03
10. C -0.20
11. C -0.20
12. C -0.05
13. C -0.28
14. C -0.06
15. C -0.18
16. C -0.18
17. C -0.10
18. C -0.52
19. O 0.09
20. O 0.12
21. O 0.01
22. C -0.25
23. C -0.03
24. C -0.29
25. O -0.05
26. H 0.07
27. H 0.07
28. H 0.07
29. H 0.11
30. H 0.11
31. H 0.12
32. H 0.12
33. H 0.11
34. H 0.12
35. H 0.12
36. H 0.12
37. H 0.15
38. H 0.10
39. H 0.12
40. H 0.12
41. H 0.15
42. H 0.15
43. H 0.13
44. H 0.13
45. H 0.12
46. H 0.11
47. H 0.11
48. H 0.11
49. H 0.11
50. H 0.12
51. H 0.13
52. H 0.10
53. H 0.16
54. H 0.12
55. H 0.12
56. H 0.14
57. H 0.07



Entry 3:
# C20H33AlF4NO12

A molecular structure, C20H33AlF4NO12 in a non-equilibrium geometry (ωB97M-V with the def2-TZVPD basis set, the OMol25 dataset).

Structure (XYZ):
```
71
Properties=species:S:1:pos:R:3
C 0.892 0.077 1.172
C 0.359 -0.928 0.129
C 0.770 -2.361 0.519
C 0.426 -3.339 -0.611
N -0.969 -3.226 -1.029
Al -2.242 -3.711 0.315
C -3.000 -2.095 1.326
C -3.499 -2.578 2.726
C -4.200 -1.503 0.574
C -3.781 -0.855 -0.770
H 1.952 0.289 1.013
H 0.305 0.995 1.171
H 0.806 -0.364 2.168
H 0.753 -0.701 -0.863
H -0.725 -0.879 0.096
H 1.860 -2.324 0.656
H 0.317 -2.649 1.469
H 1.078 -3.055 -1.458
H 0.728 -4.369 -0.353
H -1.093 -3.887 -1.790
H -3.505 -4.374 -0.474
H -1.654 -4.732 1.421
H -2.255 -1.312 1.515
H -3.546 -3.667 2.806
H -4.502 -2.184 2.934
H -2.859 -2.214 3.536
H -4.709 -0.731 1.171
H -4.937 -2.288 0.388
H -2.794 -1.202 -1.077
H -4.508 -1.078 -1.556
H -3.776 0.228 -0.647
C -6.048 3.948 -1.746
C -4.731 4.348 -2.367
O -3.805 4.051 -1.336
C -4.343 3.034 -0.591
O -3.731 2.369 0.172
O -5.658 2.887 -0.872
F -4.680 5.674 -2.645
H -6.476 4.765 -1.163
H -6.778 3.599 -2.471
H -4.462 3.786 -3.263
C -0.847 3.721 -0.448
C -0.326 3.435 -1.833
O 1.064 3.699 -1.702
C 1.394 3.476 -0.403
O 2.509 3.369 -0.003
O 0.290 3.388 0.364
F -0.849 4.273 -2.767
H -1.090 4.776 -0.316
H -1.709 3.116 -0.188
H -0.464 2.404 -2.164
C 4.473 3.051 2.433
C 5.780 3.444 1.795
O 6.725 3.150 2.814
C 6.199 2.152 3.581
O 6.819 1.510 4.362
O 4.884 1.994 3.316
F 5.840 4.770 1.508
H 4.052 3.870 3.018
H 3.736 2.706 1.719
H 6.032 2.877 0.898
C 5.328 -4.407 -1.182
C 4.305 -3.332 -1.462
O 3.496 -3.931 -2.454
C 3.553 -5.280 -2.271
O 2.816 -6.065 -2.759
O 4.587 -5.600 -1.447
F 4.878 -2.208 -1.967
H 6.172 -4.339 -1.871
H 5.693 -4.398 -0.158
H 3.681 -3.063 -0.607
```

Calculated values
Largest force on an atom: 0.0199 Eh/bohr
HOMO energy: -4.269 eV
E: -2381.51146 Ha
LUMO energy: 1.94 eV
Charge: -1
Energy above the lowest of the compared OMol25 structures with the same formula, charge and spin: 0.00 kJ/mol

In the Löwdin picture, each atom carries the following charge in e:
1. C -0.10
2. C -0.26
3. C -0.23
4. C -0.38
5. N -0.13
6. Al 0.21
7. C -0.44
8. C -0.17
9. C -0.33
10. C -0.12
11. H 0.06
12. H 0.05
13. H 0.07
14. H 0.10
15. H 0.06
16. H 0.09
17. H 0.09
18. H 0.09
19. H 0.09
20. H 0.02
21. H -0.09
22. H -0.09
23. H 0.06
24. H 0.03
25. H 0.05
26. H 0.05
27. H 0.09
28. H 0.08
29. H 0.04
30. H 0.06
31. H 0.03
32. C -0.05
33. C -0.31
34. O 0.11
35. C -0.53
36. O 0.17
37. O 0.09
38. F 0.07
39. H 0.14
40. H 0.14
41. H 0.18
42. C -0.04
43. C -0.30
44. O 0.14
45. C -0.55
46. O 0.16
47. O 0.07
48. F 0.07
49. H 0.15
50. H 0.11
51. H 0.18
52. C -0.05
53. C -0.31
54. O 0.12
55. C -0.56
56. O 0.17
57. O 0.08
58. F 0.07
59. H 0.15
60. H 0.10
61. H 0.17
62. C -0.06
63. C -0.31
64. O 0.12
65. C -0.55
66. O 0.19
67. O 0.07
68. F 0.07
69. H 0.14
70. H 0.14
71. H 0.16



Q: The highest largest force on an atom belongs to which entry?
A: C20H32N8O8